{"formula": "C32H37BN8NdO4S", "method": "ωB97M-V with the def2-TZVPD basis set", "species": ["Nd", "C", "N", "C", "C", "C", "N", "C", "C", "C", "C", "C", "C", "C", "O", "C", "C", "C", "N", "C", "C", "C", "C", "C", "C", "C", "O", "H", "H", "H", "H", "H", "H", "H", "H", "H", "H", "H", "H", "H", "H", "H", "H", "H", "H", "H", "H", "H", "H", "H", "H", "H", "N", "C", "C", "C", "C", "C", "C", "S", "O", "O", "N", "C", "N", "C", "C", "C", "N", "H", "H", "H", "H", "H", "H", "H", "H", "H", "B", "C", "N", "H", "H", "H"], "coordinates": [[7.971, 11.053, 12.286], [10.512, 11.855, 17.066], [10.169, 11.025, 15.927], [8.944, 10.243, 16.247], [7.686, 10.908, 16.741], [6.862, 11.586, 15.638], [6.603, 10.777, 14.454], [5.709, 9.886, 14.702], [5.211, 8.887, 13.797], [4.612, 7.741, 14.439], [4.131, 6.692, 13.692], [4.125, 6.854, 12.250], [4.828, 7.823, 11.606], [5.314, 8.938, 12.390], [5.913, 9.923, 11.809], [11.347, 10.246, 15.496], [11.197, 9.488, 14.089], [11.528, 10.316, 12.772], [10.549, 11.402, 12.599], [11.066, 12.600, 12.461], [10.460, 13.865, 12.583], [11.253, 15.006, 12.147], [10.854, 16.308, 12.390], [9.568, 16.525, 12.910], [8.700, 15.441, 13.186], [9.109, 14.085, 13.099], [8.412, 13.086, 13.428], [9.800, 12.662, 17.263], [11.480, 12.427, 16.882], [10.691, 11.324, 18.013], [9.289, 9.389, 16.896], [8.587, 9.761, 15.333], [7.744, 11.597, 17.603], [7.086, 10.094, 17.081], [7.520, 12.387, 15.219], [5.914, 11.961, 16.079], [5.199, 9.880, 15.651], [4.479, 7.804, 15.497], [3.619, 5.890, 14.174], [3.577, 6.087, 11.696], [4.961, 7.637, 10.532], [11.641, 9.482, 16.246], [12.218, 10.904, 15.362], [10.198, 9.077, 13.882], [11.927, 8.668, 14.165], [11.437, 9.665, 11.904], [12.556, 10.703, 12.792], [12.135, 12.623, 12.264], [12.225, 14.708, 11.720], [11.459, 17.185, 12.126], [9.297, 17.520, 13.272], [7.649, 15.656, 13.461], [9.546, 15.938, 5.493], [9.216, 14.874, 6.314], [9.039, 15.234, 7.711], [8.493, 14.331, 8.597], [8.322, 13.001, 8.136], [8.735, 12.559, 6.875], [9.215, 13.521, 5.946], [7.572, 11.872, 9.193], [6.483, 11.355, 8.364], [8.575, 10.948, 9.743], [7.185, 12.638, 10.580], [6.071, 13.307, 10.889], [5.692, 13.239, 12.167], [4.738, 14.033, 12.595], [4.150, 14.960, 11.725], [4.554, 14.903, 10.389], [5.376, 13.974, 9.947], [8.938, 16.758, 5.607], [9.781, 15.726, 4.517], [9.047, 16.271, 7.991], [8.348, 14.666, 9.600], [8.630, 11.478, 6.724], [9.309, 13.154, 4.929], [4.505, 13.953, 13.667], [3.414, 15.705, 11.978], [4.153, 15.544, 9.567], [8.945, 5.963, 12.420], [8.880, 7.528, 12.305], [8.746, 8.688, 12.134], [9.974, 5.663, 11.932], [9.001, 5.822, 13.638], [7.952, 5.491, 12.058]], "charge": -1, "spin_multiplicity": 4, "largest_force_ev_per_a": 3.236, "energy_ev": -80687.7224, "s2": 3.75, "e_lumo_ha": [0.08827, 0.08828], "homo_ev": [-4.936, -4.946]}



{"formula": "C23H38NO19P", "method": "ωB97M-V with the def2-TZVPD basis set", "species": ["C", "C", "O", "P", "O", "O", "C", "C", "O", "C", "C", "H", "H", "H", "H", "H", "H", "H", "H", "H", "H", "H", "H", "H", "H", "H", "O", "C", "O", "C", "C", "O", "H", "H", "H", "H", "O", "C", "O", "C", "C", "O", "H", "H", "H", "H", "O", "C", "O", "C", "C", "O", "H", "H", "H", "H", "O", "C", "O", "C", "C", "O", "H", "H", "H", "H", "O", "C", "O", "C", "C", "O", "H", "H", "H", "H", "C", "C", "N", "H", "H", "H"], "coordinates": [[-24.144, 13.557, -1.463], [-23.633, 12.510, -0.399], [-24.628, 11.446, -0.342], [-24.533, 10.454, 0.921], [-24.649, 11.202, 2.206], [-25.613, 9.248, 0.588], [-25.477, 8.444, -0.535], [-25.824, 6.969, -0.249], [-23.199, 9.657, 0.707], [-22.612, 8.758, 1.663], [-21.105, 8.600, 1.475], [-24.072, 13.196, -2.490], [-25.196, 13.802, -1.319], [-23.582, 14.485, -1.363], [-22.664, 12.119, -0.707], [-23.504, 12.993, 0.570], [-26.073, 8.779, -1.385], [-24.481, 8.520, -0.972], [-25.447, 6.716, 0.742], [-26.904, 6.819, -0.247], [-25.425, 6.250, -0.964], [-22.761, 9.275, 2.611], [-23.137, 7.803, 1.629], [-20.647, 7.878, 2.152], [-20.908, 8.368, 0.428], [-20.550, 9.523, 1.644], [-30.252, 25.310, -0.395], [-29.851, 24.232, 0.015], [-28.987, 24.125, 1.041], [-28.406, 22.829, 0.966], [-29.432, 21.992, 0.216], [-30.138, 23.000, -0.445], [-27.420, 22.935, 0.512], [-28.285, 22.534, 2.008], [-30.068, 21.642, 1.029], [-29.045, 21.196, -0.420], [-27.069, 20.993, -6.035], [-27.086, 20.308, -7.053], [-28.141, 19.672, -7.527], [-27.780, 18.927, -8.644], [-26.325, 19.178, -8.768], [-26.027, 20.112, -7.792], [-27.972, 17.870, -8.459], [-28.323, 19.147, -9.563], [-26.132, 19.417, -9.814], [-25.737, 18.261, -8.770], [-19.841, 32.095, -5.549], [-19.159, 31.687, -4.601], [-17.885, 32.096, -4.355], [-17.308, 31.396, -3.266], [-18.428, 30.549, -2.704], [-19.502, 30.805, -3.564], [-16.542, 30.680, -3.565], [-16.919, 32.083, -2.515], [-18.577, 30.890, -1.679], [-18.116, 29.505, -2.687], [-19.421, 13.747, -5.636], [-20.121, 12.846, -6.134], [-21.158, 13.087, -6.892], [-21.753, 11.903, -7.393], [-20.979, 10.875, -6.630], [-19.875, 11.531, -5.981], [-22.834, 11.799, -7.294], [-21.553, 11.828, -8.462], [-20.606, 10.159, -7.363], [-21.657, 10.387, -5.930], [-18.905, 23.642, -4.374], [-19.483, 22.642, -4.032], [-20.001, 22.423, -2.826], [-20.787, 21.207, -2.853], [-20.285, 20.459, -4.174], [-19.740, 21.586, -4.845], [-20.513, 20.579, -2.005], [-21.819, 21.547, -2.769], [-21.057, 19.925, -4.729], [-19.501, 19.760, -3.884], [-18.079, 27.422, -10.211], [-18.330, 28.286, -11.404], [-18.549, 28.965, -12.308], [-18.381, 27.793, -9.232], [-17.003, 27.248, -10.182], [-18.578, 26.462, -10.350]], "charge": 0, "smiles": "CCOP(=O)(OCC)OCC.O=C1OCCO1.O=C1OCCO1.O=C1OCCO1.O=C1OCCO1.O=C1OCCO1.CC#N", "largest_force_ev_per_a": 5.349, "energy_ev": -74148.3311, "e_lumo_ha": -0.00224, "homo_ev": -10.788}



{"formula": "C19H18IN2O11P2Pd", "method": "ωB97M-V with the def2-TZVPD basis set", "species": ["Pd", "O", "C", "C", "C", "C", "N", "C", "C", "C", "C", "C", "C", "O", "C", "C", "N", "H", "H", "H", "H", "H", "H", "H", "H", "H", "H", "H", "H", "O", "P", "O", "O", "O", "P", "O", "O", "O", "H", "H", "I", "C", "C", "C", "C", "C", "C", "C", "O", "O", "H", "H", "H", "H"], "coordinates": [[1.336, -1.133, 0.223], [2.423, 5.591, -0.335], [3.469, 4.630, -0.377], [2.878, 3.250, -0.407], [3.606, 2.200, -0.934], [3.105, 0.910, -0.871], [1.916, 0.659, -0.333], [1.177, 1.681, 0.137], [1.619, 2.983, 0.128], [-0.149, 1.260, 0.635], [-1.304, 1.968, 0.388], [-2.525, 1.375, 0.702], [-3.811, 1.984, 0.179], [-3.707, 2.363, -1.167], [-2.513, 0.154, 1.358], [-1.302, -0.491, 1.583], [-0.146, 0.039, 1.198], [2.820, 6.466, -0.294], [4.106, 4.719, 0.513], [4.105, 4.768, -1.258], [4.583, 2.356, -1.371], [3.648, 0.059, -1.252], [1.001, 3.773, 0.525], [-1.268, 2.898, -0.160], [-4.053, 2.887, 0.752], [-4.627, 1.265, 0.338], [-3.160, 1.697, -1.654], [-3.434, -0.356, 1.605], [-1.244, -1.475, 2.032], [4.922, -2.752, 1.729], [4.041, -1.610, 1.093], [4.797, -0.348, 1.019], [3.219, -2.073, -0.136], [2.829, -1.475, 2.240], [1.861, -2.763, 2.515], [0.888, -2.209, 3.657], [2.738, -3.845, 3.027], [0.982, -2.881, 1.247], [4.373, -3.412, 2.188], [1.354, -2.149, 4.490], [-5.268, -5.451, -1.405], [-4.007, -3.815, -1.611], [-2.672, -3.927, -1.251], [-1.837, -2.825, -1.397], [-2.321, -1.617, -1.873], [-3.663, -1.529, -2.234], [-4.510, -2.621, -2.111], [-1.419, -0.395, -2.001], [-1.996, 0.691, -2.275], [-0.213, -0.564, -1.800], [-2.283, -4.857, -0.862], [-0.784, -2.925, -1.125], [-4.031, -0.585, -2.607], [-5.550, -2.544, -2.400]], "charge": -1, "largest_force_ev_per_a": 1.098, "energy_ev": -75666.5658, "e_lumo_ha": 0.06517, "homo_ev": -5.996}